Record 1
This record from the Open Molecules 2025 dataset describes a molecular structure, C30H33N6O6Pb. The level of theory is ωB97M-V/def2-TZVPD.

Geometry as XYZ:
```
76
Properties=species:S:1:pos:R:3:lowdin_charge:R:1
Pb 0.37988 0.13072 -0.58046 1.345
O -4.09084 5.58320 2.13935 -0.045
C -2.88926 5.75241 1.85971 -0.690
O -2.13217 6.72664 2.04000 -0.050
C -2.21098 4.53441 1.18757 -0.081
C -2.91907 3.38673 0.88501 0.053
C -2.27354 2.32381 0.26758 -0.191
N -0.97219 2.35412 -0.04112 0.082
C -0.28119 3.46813 0.24315 -0.206
C -0.86853 4.56802 0.84696 0.051
C 1.15748 3.50743 -0.16259 -0.228
C 2.01905 4.49511 0.31421 -0.005
C 3.32655 4.52188 -0.13202 -0.062
C 3.75038 3.57175 -1.04841 -0.066
C 2.84129 2.61051 -1.45293 -0.148
N 1.58347 2.56916 -1.01267 0.040
C -3.03170 1.08793 -0.09086 -0.238
C -4.07488 0.63631 0.71437 -0.013
C -4.73072 -0.52823 0.36442 -0.073
C -4.32974 -1.20846 -0.77537 -0.068
C -3.28739 -0.67860 -1.51572 -0.146
N -2.65371 0.44686 -1.19533 0.075
H -3.97557 3.36536 1.11878 0.119
H -0.33797 5.48643 1.05623 0.109
H 1.67155 5.22303 1.03224 0.111
H 4.00763 5.28109 0.23211 0.107
H 4.76033 3.56724 -1.43620 0.099
H 3.09891 1.83861 -2.17148 0.075
H -4.33814 1.17547 1.61455 0.118
H -5.53093 -0.91334 0.98407 0.111
H -4.80256 -2.13349 -1.07712 0.105
H -2.93566 -1.18455 -2.40999 0.110
O 0.52924 -2.72271 -0.90555 -0.099
C -0.24848 -3.60769 -0.58451 -0.216
C -1.33521 -3.54557 0.36987 -0.114
C -1.98088 -4.75497 0.62659 0.029
C -2.98883 -4.83849 1.55404 -0.175
C -3.37523 -3.69786 2.29169 -0.005
C -2.77112 -2.50393 2.05871 -0.007
C -1.73886 -2.33861 1.05923 -0.366
O -1.25574 -1.20458 0.83422 -0.165
N -3.64415 -6.10527 1.78826 -0.374
O -3.28878 -7.08006 1.13979 0.035
O -4.53369 -6.14748 2.62623 0.039
H -0.08662 -4.62760 -0.99142 0.122
H -1.68348 -5.64800 0.09087 0.120
H -4.15248 -3.79720 3.03612 0.114
H -3.05301 -1.61568 2.61028 0.115
N 1.74740 0.66270 -3.92772 -0.009
C 1.76808 -0.80108 -4.03061 -0.294
C 3.17658 -1.36431 -3.80222 -0.201
C 3.35816 -1.96330 -2.41511 -0.283
N 3.10118 -0.97660 -1.36001 -0.012
H 0.82726 0.99763 -3.66319 0.047
H 1.98304 1.09269 -4.81331 0.068
H 1.37184 -1.15806 -4.98706 0.100
H 1.10654 -1.18972 -3.25435 0.058
H 3.90278 -0.55702 -3.95275 0.103
H 3.41179 -2.13528 -4.54073 0.101
H 4.35843 -2.40670 -2.33785 0.104
H 2.63231 -2.76521 -2.27353 0.096
H 3.79535 -0.23696 -1.36986 0.065
H 3.15508 -1.42099 -0.45257 0.036
C 3.56854 0.34692 1.92547 -0.083
C 2.16994 -0.10033 2.37075 -0.514
C 2.02643 -1.61952 2.33122 -0.089
C 1.05805 0.60990 1.60042 -0.312
H 4.29665 0.24932 2.73554 0.072
H 3.56565 1.39286 1.60458 0.066
H 3.94934 -0.25214 1.09494 0.049
H 2.07605 0.18878 3.42650 0.121
H 2.04345 -1.99155 1.30345 0.049
H 1.06962 -1.93324 2.75636 0.079
H 2.82750 -2.11539 2.88886 0.075
H 0.09743 0.42759 2.09379 0.033
H 1.23309 1.68905 1.64652 0.024
```

Summary:
**Energy above the lowest of the compared OMol25 structures with the same formula, charge and spin**: 52.81 kJ/mol
**Total charge**: -1
**Gap between HOMO and LUMO**: 7.27 eV
**Multiplicity**: 1
**E_HOMO**: -5.195 eV
**LUMO**: 2.0775 eV

Record 2
This record from the Open Molecules 2025 dataset describes a gas-phase ion, C4H9N2O2 (charge -1). The level of theory is ωB97M-V/def2-TZVPD.

Geometry as XYZ:
```
17
Properties=species:S:1:pos:R:3:lowdin_charge:R:1
O -0.58858 -2.59346 2.73443 0.005
C -0.00876 -1.85066 2.01508 -0.423
N -0.32483 -0.54649 2.02932 0.043
C 0.26763 0.04445 0.84527 -0.225
C -0.80351 0.45336 -0.24040 -0.313
N -0.19289 1.30906 -1.14874 -0.085
C 0.61993 0.64387 -2.26429 -0.565
O 0.66284 1.44899 -3.31865 -0.359
H 0.78557 -2.20902 1.34466 0.136
H -0.91656 -0.01447 2.65071 0.147
H 0.96791 -0.54327 0.30045 0.078
H 0.90992 0.99728 0.98932 0.132
H -1.65388 0.98393 0.15317 0.080
H -1.33579 -0.54209 -0.62175 0.137
H -0.23481 2.28925 -1.08140 0.077
H 0.19454 -0.40974 -2.41847 0.085
H 1.65127 0.53901 -1.96872 0.050
```

Summary:
**Energy above the lowest of the compared OMol25 structures with the same formula, charge and spin**: 365.65 kJ/mol
**Total charge**: -1
**Gap between HOMO and LUMO**: 5.84 eV
**Multiplicity**: 1
**E_HOMO**: -2.309 eV
**LUMO**: 3.5338 eV
**SMILES**: O=CNCCNC[O-]

Record 3
This record from the Open Molecules 2025 dataset describes a molecular structure, C28H23N5O4RhS2. The level of theory is ωB97M-V/def2-TZVPD.

Geometry as XYZ:
```
63
Properties=species:S:1:pos:R:3:lowdin_charge:R:1
Rh 0.20273 1.15468 0.46964 1.111
O -4.77847 -3.57002 0.39744 0.248
C -3.59847 -3.69112 0.23444 -0.578
O -2.74867 -4.48752 -0.07966 0.160
C -2.84077 -2.26022 0.50554 -0.072
C -1.90877 -2.21632 1.50834 0.026
C -1.08137 -1.08792 1.57684 -0.209
N -1.24907 -0.08742 0.64694 -0.046
C -2.14867 -0.16842 -0.35716 -0.191
C -3.01467 -1.25042 -0.43506 0.046
C -2.00707 0.89388 -1.34806 -0.182
C -2.90187 1.13148 -2.39096 0.018
C -2.61207 2.08948 -3.34186 -0.024
C -1.41637 2.79368 -3.23436 -0.023
C -0.59037 2.54208 -2.15576 -0.096
N -0.87517 1.64188 -1.21746 -0.010
C 0.03813 -0.89022 2.44134 -0.212
C 0.43173 -1.76642 3.47114 -0.019
C 1.54393 -1.48722 4.22124 -0.061
C 2.25383 -0.30262 3.97014 -0.060
C 1.82963 0.52258 2.95194 -0.137
N 0.77643 0.24888 2.18304 -0.047
H -1.77597 -3.03922 2.19104 0.131
H -3.75097 -1.34262 -1.21536 0.127
H -3.81657 0.56648 -2.45056 0.118
H -3.28957 2.26918 -4.16296 0.119
H -1.13657 3.52148 -3.97806 0.114
H 0.34363 3.08168 -2.05436 0.118
H -0.15127 -2.65152 3.66934 0.109
H 1.86433 -2.16262 4.99824 0.111
H 3.10223 -0.03552 4.57374 0.103
H 2.35533 1.44418 2.73534 0.101
S 3.82383 1.06938 -0.12326 0.776
C 2.93063 2.47448 -0.00276 -1.096
N 1.64763 2.53018 0.33604 -0.149
C 1.19233 3.81548 0.43344 -0.335
C -0.09877 4.16908 0.83484 -0.027
C -0.44647 5.49858 0.85484 -0.048
C 0.48853 6.47718 0.50764 -0.046
C 1.78503 6.14708 0.15834 -0.063
C 2.13663 4.80718 0.11534 -0.446
S 3.65793 4.06058 -0.29516 1.071
H -0.79057 3.38288 1.14434 0.104
H -1.44007 5.78548 1.16074 0.115
H 0.18753 7.51138 0.52904 0.116
H 2.51703 6.90638 -0.06476 0.118
O 0.18603 -0.74262 -2.49576 0.084
C 0.86743 -1.23292 -1.62836 -0.597
O 1.23233 -0.73462 -0.51486 -0.147
C 1.43003 -2.70322 -1.75886 -0.143
N 1.73143 -3.10932 -0.35506 0.074
C 0.68933 -4.08402 0.03734 -0.110
C 0.42573 -4.84532 -1.25266 -0.141
C 0.43503 -3.73132 -2.30446 -0.104
H 2.34553 -2.64542 -2.34996 0.163
H 1.67573 -2.14232 0.11544 0.141
H 2.66293 -3.50562 -0.24646 0.183
H -0.20677 -3.53532 0.32544 0.104
H 1.01553 -4.70552 0.86874 0.137
H -0.52907 -5.36272 -1.22166 0.109
H 1.22093 -5.56762 -1.44866 0.121
H -0.55527 -3.28422 -2.40216 0.121
H 0.73303 -4.10742 -3.28056 0.123
```

Summary:
**Total charge**: +1
**Gap between HOMO and LUMO (spin up / spin down)**: 5.06 / 5.50 eV
**Multiplicity**: 5
**E_HOMO (spin up / spin down)**: -8.012 / -11.143 eV
**LUMO (spin up / spin down)**: -2.9543 / -5.6430 eV